Molecular formula: C26H38BFN5O8PS2
Method: DFT, the ωB97M-V functional and the def2-TZVPD basis

Results
HOMO energy = -8.9 eV
Kohn-Sham gap = 8.0 eV
spin multiplicity = 1
E_tot = -85764.7501 eV

Atoms and positions in Å:
S1 1.6988 6.2666 -7.7965
S2 1.1371 2.9238 -3.5710
P1 -3.6601 -1.9093 1.7044
F1 5.1864 -0.6037 -1.3773
O1 2.6222 -4.0347 -0.2434
O2 0.9472 7.0264 -8.8269
O3 -4.3797 -1.5895 0.2788
O4 3.0801 -1.1632 -1.8052
O5 3.4338 -0.2746 5.3039
O6 1.4924 4.2388 -2.9690
O7 -4.0197 -0.6562 2.6998
O8 3.7880 1.5047 3.7388
N1 4.2963 -2.4453 -0.3298
N2 -1.9655 -3.7254 -0.2994
N3 -4.1248 -3.2152 2.3736
N4 0.1245 -2.9784 0.3518
N5 -1.1598 -1.2621 2.3135
C1 3.0013 -2.9694 0.1525
C2 0.3253 1.8165 3.8630
C3 -3.4125 2.7583 3.9210
C4 1.8539 7.3266 -6.3510
C5 2.2268 -2.1395 1.1672
C6 2.9682 -1.3791 2.0324
C7 0.2694 0.2773 4.1431
C8 2.3200 1.7165 -2.9603
C9 -1.1217 3.2780 2.4286
C10 3.4393 6.3210 -8.2525
C11 -2.1991 2.1700 4.2507
C12 -3.2574 -8.0302 1.0973
C13 0.9813 -0.5611 3.0921
C14 -3.7062 -7.1081 -0.0841
C15 -1.0381 2.4171 3.5305
C16 1.7367 2.9346 -5.2660
C17 0.7886 -2.1679 1.2314
C18 -2.3365 3.8563 2.0944
C19 -1.1732 -2.8932 0.5327
C20 -3.4952 3.6196 2.8309
C21 4.0954 -1.3896 -1.2051
C22 -1.8310 -2.0259 1.4982
C23 0.1954 -1.3470 2.1964
C24 -2.0465 -5.1281 0.1717
C25 2.3522 -0.5550 3.0417
C26 -3.5006 -5.6385 0.4019
B1 3.2483 0.2845 4.0640
H1 -4.3145 2.5652 4.5026
H2 -3.6524 -5.6697 1.4877
H3 -2.2931 -7.6188 1.4447
H4 0.6940 2.3164 4.7742
H5 4.0377 5.8775 -7.4559
H6 -2.8762 -3.3114 -0.4614
H7 -4.4166 4.1241 2.5417
H8 -4.1897 -0.6955 -0.0447
H9 2.1685 0.7669 -3.4717
H10 2.5043 6.8485 -5.6175
H11 3.4032 1.8033 2.9063
H12 -3.9784 0.1560 2.1682
H13 -0.2406 3.4892 1.8204
H14 -4.1919 -4.9403 -0.0886
H15 0.7362 0.1089 5.1284
H16 -1.6023 -5.7831 -0.6018
H17 -3.1754 -9.0845 0.8129
H18 -0.7729 -0.0403 4.2674
H19 -4.7940 -7.2317 -0.1986
H20 -2.1347 1.4942 5.1065
H21 1.0197 2.0270 3.0390
H22 4.8875 -2.1307 0.4351
H23 1.1545 3.6621 -5.8298
H24 4.0588 -1.3557 2.0040
H25 2.2620 8.2938 -6.6456
H26 -1.4152 -5.2731 1.0621
H27 -4.5578 -3.0303 3.2740
H28 -3.9459 -7.8693 1.9409
H29 3.5702 5.7460 -9.1674
H30 2.7899 3.2181 -5.2845
H31 -3.1547 -7.3234 -1.0079
H32 1.6057 1.9461 -5.7069
H33 3.3359 2.0766 -3.1267
H34 3.7440 7.3537 -8.4237
H35 2.1529 1.5811 -1.8939
H36 -2.3833 4.5180 1.2254
H37 3.9194 0.3743 5.8372
H38 0.8637 7.4639 -5.9212

=====

Molecular formula: C26H38Cl30N2O2S
Method: DFT, the ωB97M-V functional and the def2-TZVPD basis

Results
HOMO energy = -8.8 eV
Kohn-Sham gap = 8.2 eV
spin multiplicity = 1
E_tot = -421161.3671 eV

Atoms and positions in Å:
Cl1 -4.8815 -1.8429 2.0194
Cl2 -3.0700 -3.7300 -0.9450
Cl3 4.5297 4.6532 -5.8858
Cl4 -0.5854 -10.4293 1.7605
Cl5 -4.3462 -5.5029 -2.8969
Cl6 -1.5506 -11.7475 4.1874
Cl7 11.5477 6.4279 -9.7613
Cl8 0.0664 1.4856 1.0863
Cl9 -6.3856 4.1668 2.3677
Cl10 3.4045 4.5152 6.3270
Cl11 8.9401 4.1238 -4.7495
Cl12 -7.9110 -1.1820 -0.3668
Cl13 2.9724 2.6932 -7.4055
Cl14 8.7878 6.0252 -8.8786
Cl15 8.3886 6.9807 -4.4407
Cl16 4.9472 3.1930 8.4292
Cl17 4.3000 1.7183 4.5646
Cl18 -4.1927 -0.0326 5.8989
Cl19 -5.7829 1.7666 -0.5929
Cl20 1.9266 -7.8809 2.7490
Cl21 -9.0775 -2.6171 1.8990
Cl22 2.8800 0.3020 2.4340
Cl23 -4.5348 -0.5104 -2.2634
Cl24 6.3273 2.1894 -2.7425
Cl25 -8.2066 6.3022 1.5405
Cl26 5.3550 0.6792 -0.4396
Cl27 0.0711 -5.8469 1.7523
Cl28 -6.8845 -2.3476 4.0970
Cl29 -1.5670 1.1010 3.4912
Cl30 -6.4523 0.6154 7.6408
S1 0.8564 -3.0951 1.7040
O1 0.8943 2.2608 -4.0692
O2 1.8598 0.3942 -4.7830
N1 1.2696 -2.3086 0.3565
N2 -0.7126 -2.6769 1.9070
C1 6.7754 1.3446 -1.2566
C2 -5.3952 -0.6625 7.0294
C3 1.2012 -0.7011 -2.1403
C4 -2.2048 -1.2696 0.5725
C5 -3.5659 -3.9352 -2.6275
C6 -3.6756 0.1392 -0.8554
C7 3.5143 3.2080 -5.7989
C8 8.2738 5.5748 -5.5091
C9 0.1548 -1.6607 -0.0523
C10 -0.1401 -11.1274 3.3257
C11 -8.7870 -2.6234 0.1523
C12 -7.7012 4.6275 1.2837
C13 -2.3654 -0.4844 -0.5398
C14 0.6198 -7.5274 1.6093
C15 3.4156 3.9678 8.0068
C16 0.0745 1.1484 2.8196
C17 -1.2353 -0.2835 -1.4302
C18 10.0024 7.2019 -9.4009
C19 -0.9405 -1.8750 0.8500
C20 1.4228 1.2092 -3.8004
C21 -3.5255 1.6763 1.0973
C22 3.7449 1.7763 2.8903
C23 -4.2225 1.1148 -0.1250
C24 1.6720 0.7709 -2.3692
C25 -0.0015 -0.8423 -1.2277
C26 -5.6004 -3.0429 3.1053
H1 -6.0006 -1.3999 6.5143
H2 -3.0667 -1.4467 1.2361
H3 -2.6865 -3.8710 -3.2586
H4 2.6136 3.2517 8.1443
H5 7.2665 2.0449 -0.5908
H6 -9.7414 -2.6562 -0.3609
H7 -7.3608 4.5185 0.2600
H8 4.0909 2.4039 -5.3533
H9 -4.8796 -1.1187 7.8667
H10 0.6318 1.9305 3.3227
H11 1.2489 1.4915 -1.6727
H12 4.6039 1.8892 2.2384
H13 2.6440 3.4277 -5.1903
H14 0.5534 -11.9426 3.1555
H15 0.9823 -7.6894 0.6002
H16 -8.1984 -3.4989 -0.0986
H17 0.5407 0.1925 2.9833
H18 8.8284 5.7797 -6.4161
H19 2.0165 -1.3313 -1.7796
H20 -8.5473 3.9756 1.4681
H21 7.4470 0.5310 -1.5054
H22 3.0748 2.6225 2.7736
H23 10.1501 7.9244 -8.6062
H24 -4.1285 2.5281 1.4419
H25 -1.3654 0.3461 -2.3122
H26 0.3282 -10.3562 3.9272
H27 -6.0199 -3.8461 2.5087
H28 2.7678 0.7621 -2.2748
H29 -0.2086 -8.1928 1.8191
H30 -2.5358 2.0710 0.8756
H31 1.8122 0.8846 -5.6167
H32 9.6421 7.6974 -10.2949
H33 -4.2655 -3.1501 -2.8795
H34 7.2292 5.3977 -5.7404
H35 -3.5169 0.9705 1.9225
H36 0.9107 -1.1067 -3.1182
H37 -4.8229 -3.4263 3.7561
H38 3.2674 4.8246 8.6538

=====

Molecular formula: C26H38ClKNO2P
Method: DFT, the ωB97M-V functional and the def2-TZVPD basis

Results
HOMO energy = -8.4 eV
Kohn-Sham gap = 8.4 eV
ΔE to the lowest compared entry with this formula, charge and spin = 34.7 kJ/mol
spin multiplicity = 1
E_tot = -71301.6897 eV

Atoms and positions in Å:
K1 2.1751 -3.1304 0.3234
Cl1 -6.0000 -1.7043 0.4204
P1 0.9110 -0.0130 0.2414
O1 0.1003 -3.9491 -1.0282
O2 0.0804 -4.4066 1.1750
N1 6.4897 -3.1939 0.2645
C1 -1.8513 0.2164 -0.2274
C2 3.5252 2.3735 -2.8155
C3 -0.4813 0.4910 -0.8577
C4 4.1059 1.0872 -2.1991
C5 -0.0553 -0.1757 2.8478
C6 -1.1525 2.2873 3.0289
C7 -0.5424 1.8338 4.3497
C8 2.1935 2.7688 -2.1661
C9 2.3668 0.9345 -0.4062
C10 -3.9099 -2.8075 -0.8940
C11 -0.4454 -4.0211 0.1020
C12 2.9877 0.2269 -1.6202
C13 0.5952 0.8213 1.8719
C14 -2.6341 -3.3498 -0.9603
C15 -0.0549 0.3687 4.2772
C16 -3.6890 -2.6178 1.5039
C17 -2.6209 0.9396 -2.5421
C18 2.1882 2.4497 -0.6746
C19 -0.4181 -0.2414 -2.2170
C20 -2.9582 0.9037 -1.0437
C21 -2.4252 -3.1805 1.4227
C22 -1.8814 -3.5344 0.1929
C23 5.3563 -2.9993 0.4053
C24 -0.1357 2.1874 1.8903
C25 -1.7886 -0.2818 -2.9150
C26 -4.4162 -2.4345 0.3385
H1 0.9601 0.2975 4.6772
H2 -2.0553 1.8461 -2.7817
H3 3.0107 2.9966 -0.2018
H4 -0.6753 -0.2726 4.9060
H5 1.2752 2.8287 -0.2145
H6 -4.1122 -2.3204 2.4540
H7 -2.0324 1.6785 2.8008
H8 -1.2663 1.9538 5.1572
H9 -3.5373 0.9831 -3.1335
H10 -1.6486 -0.3524 -3.9953
H11 -4.5028 -2.6573 -1.7868
H12 -1.8282 -3.3387 2.3112
H13 4.8037 1.3394 -1.3942
H14 -0.6420 2.3893 0.9446
H15 3.3779 2.2372 -3.8890
H16 -1.0743 -0.4070 2.5267
H17 -2.3307 -1.1802 -2.6124
H18 -2.0128 -0.8637 -0.2045
H19 0.2953 2.4954 4.5894
H20 4.6791 0.5339 -2.9448
H21 -0.0571 -1.2649 -2.0709
H22 1.3691 2.2378 -2.6504
H23 -1.9030 0.5540 0.8083
H24 -2.1913 -3.6106 -1.9127
H25 3.3533 -0.7599 -1.3307
H26 -3.8975 0.3677 -0.8883
H27 0.4821 -1.1263 2.8186
H28 0.2957 0.2630 -2.8733
H29 7.4671 -3.3582 0.1423
H30 -0.3903 1.5701 -1.0317
H31 2.2369 0.0477 -2.3942
H32 0.6019 2.9853 2.0144
H33 -3.1120 1.9207 -0.6716
H34 -1.5062 3.3178 3.1065
H35 3.0931 0.8233 0.4096
H36 2.0007 3.8320 -2.3207
H37 1.6153 0.9749 2.2502
H38 4.2432 3.1894 -2.7027

=====

Molecular formula: C26H38ClN4O4S
Method: DFT, the ωB97M-V functional and the def2-TZVPD basis

Results
net charge = +1
HOMO energy = -9.4 eV
Kohn-Sham gap = 4.6 eV
spin multiplicity = 1
E_tot = -65071.7248 eV

Atoms and positions in Å:
Cl1 -1.6143 -2.8323 1.9731
S1 4.3535 3.9154 3.3128
O1 -0.3252 1.7193 0.2876
O2 6.6737 4.8613 1.8025
O3 -1.1815 -0.1082 -0.8034
O4 -0.3012 -0.5885 2.1782
N1 5.0932 6.4267 2.4233
N2 -7.2725 -3.8329 1.7971
N3 2.7437 2.1844 -3.8194
N4 6.0888 7.1111 1.7566
C1 3.1379 1.3013 -2.7801
C2 0.3579 2.3516 -2.9350
C3 5.0695 0.4069 -0.1107
C4 4.6782 2.1898 2.6385
C5 -0.7012 -1.3658 1.3544
C6 2.1380 0.8876 -1.7509
C7 4.6380 0.8076 -2.7159
C8 -6.7286 -5.1599 2.0605
C9 -0.3151 1.0004 -0.6886
C10 7.0180 6.1646 1.4137
C11 0.9352 6.1876 -3.7148
C12 4.5340 -0.4804 1.0997
C13 0.7272 1.4166 -1.8198
C14 -5.7829 -5.7616 1.0201
C15 1.4371 2.7059 -3.9272
C16 4.8578 -0.2735 -1.5538
C17 5.4561 5.0881 2.4571
C18 -8.0310 -3.6826 0.5617
C19 3.2631 1.6268 2.1900
C20 3.2342 0.0774 1.8286
C21 1.0105 3.7309 -5.0734
C22 -5.2057 -2.5144 1.0712
C23 0.9568 5.1360 -4.3483
C24 -9.1853 -4.6680 0.4271
C25 -6.3606 -2.7237 2.0519
C26 -0.4848 -1.2607 -0.2178
H1 -5.5314 -2.5451 0.0295
H2 5.0253 0.4755 -3.7245
H3 4.2598 -1.5163 0.6953
H4 -7.5663 -5.8515 2.1961
H5 -7.3887 -3.7661 -0.3247
H6 3.1480 -0.4913 2.8177
H7 -0.0406 3.4940 -5.4438
H8 2.5691 1.7577 3.0915
H9 -8.8335 -5.6975 0.3271
H10 5.7788 -0.8669 -1.8467
H11 2.3810 0.2045 -0.8791
H12 -6.9525 -1.8014 2.0760
H13 -6.1412 -5.6257 -0.0021
H14 0.6383 -1.2066 -0.4241
H15 4.0056 -1.0168 -1.4904
H16 -6.2264 -5.1580 3.0338
H17 5.1955 1.5836 3.4356
H18 5.3570 -0.6438 1.8666
H19 2.2590 -0.1305 1.2813
H20 5.3654 2.3638 1.7456
H21 -9.7671 -4.4358 -0.4679
H22 2.8067 2.2920 1.3801
H23 -8.4656 -2.6775 0.5392
H24 4.7132 1.4879 -0.0931
H25 -9.8567 -4.6111 1.2874
H26 3.4053 2.4862 -4.5507
H27 1.0473 6.8910 -2.8398
H28 -4.7536 -1.5323 1.2414
H29 -5.6883 -6.8386 1.1903
H30 7.9576 6.4030 0.8409
H31 1.7479 3.7704 -5.9269
H32 -0.6659 2.8185 -3.0462
H33 -0.9537 -2.1709 -0.7153
H34 -4.7792 -5.3422 1.0949
H35 6.2053 0.4699 0.0175
H36 -4.4172 -3.2530 1.2140
H37 5.2495 1.7271 -2.4082
H38 -5.9516 -2.8174 3.0633

=====

Molecular formula: C26H38F3N4PS3V
Method: DFT, the ωB97M-V functional and the def2-TZVPD basis

Results
net charge = +1
HOMO energy (alpha / beta) = -10.2 / -10.2 eV
Kohn-Sham gap (alpha / beta) = 7.0 / 7.0 eV
ΔE to the lowest compared entry with this formula, charge and spin = 27.0 kJ/mol
spin multiplicity = 1
E_tot = -109170.6634 eV

Atoms and positions in Å:
V1 -0.5416 0.3567 1.8440
S1 1.8899 0.2743 2.0799
S2 -2.4380 -0.8848 2.5331
S3 -0.6397 3.7457 2.2864
P1 -1.0370 0.5109 -1.4389
F1 -2.7914 -3.1022 6.5397
F2 -4.0755 -2.1206 5.1072
F3 -2.4968 -3.4416 4.4251
N1 1.4762 -2.3258 2.2771
N2 -0.7216 0.3946 0.1460
N3 3.2633 -1.7495 0.9650
N4 -0.7650 0.3439 4.0264
C1 -0.0725 0.7212 5.0969
C2 -3.7155 -0.2434 -1.3383
C3 0.1074 1.8043 -2.1394
C4 -1.1785 -0.9227 6.4118
C5 2.2480 -1.3633 1.7433
C6 1.4926 1.7048 -1.4752
C7 4.6800 0.2088 0.4861
C8 -3.1780 1.4848 -3.0401
C9 -0.4317 3.1962 -1.7903
C10 -0.5960 2.2258 2.0671
C11 0.2694 1.7098 -3.6579
C12 0.8631 -1.3581 -2.1903
C13 4.9885 -0.7347 -2.1160
C14 -1.1812 -2.2891 -1.1773
C15 5.5816 0.4587 -1.7360
C16 -3.2159 2.0469 -0.6018
C17 4.2207 -1.4449 -1.2104
C18 5.4295 0.9208 -0.4383
C19 -0.2759 0.1358 6.3314
C20 -2.8113 -2.5036 5.3404
C21 -1.6616 -0.6404 4.0892
C22 4.0561 -0.9599 0.0817
C23 -1.8548 -1.3434 5.2857
C24 -2.8326 0.9763 -1.6384
C25 -0.6633 -1.1920 -2.1249
C26 -1.2397 -1.4384 -3.5207
H1 -0.6754 1.7169 -4.1965
H2 3.3661 -2.7469 0.8226
H3 0.8324 0.8289 -3.9579
H4 0.6446 1.5156 4.9342
H5 0.3293 3.9196 -2.0813
H6 -2.6697 2.4139 -3.2924
H7 -2.9714 0.7539 -3.8192
H8 -0.8803 -0.7299 -4.2653
H9 -0.6026 3.3089 -0.7200
H10 0.2630 0.4778 7.1989
H11 2.0551 2.5892 -1.7689
H12 -0.9500 -2.0839 -0.1309
H13 1.4253 1.6929 -0.3862
H14 0.8370 2.5809 -3.9853
H15 -3.6600 -1.0038 -2.1122
H16 -1.3438 3.4520 -2.3248
H17 -4.3009 2.1416 -0.6212
H18 1.6787 -3.3060 2.1427
H19 3.7426 -2.3670 -1.5100
H20 4.5963 0.5591 1.5000
H21 1.0718 -2.4010 -2.4328
H22 -0.9279 -2.4336 -3.8380
H23 2.0675 0.8394 -1.7927
H24 -2.2474 -2.4592 -1.2689
H25 -2.8013 3.0251 -0.8183
H26 5.9137 1.8349 -0.1280
H27 0.8598 -2.0861 3.0371
H28 -4.7471 0.1048 -1.3009
H29 -2.3271 -1.4298 -3.5286
H30 5.1200 -1.1145 -3.1185
H31 -0.6837 -3.2176 -1.4571
H32 1.3369 -1.1267 -1.2324
H33 6.1757 1.0170 -2.4428
H34 -3.4852 -0.6944 -0.3735
H35 -1.3421 -1.4280 7.3527
H36 1.3245 -0.7479 -2.9626
H37 -2.9270 1.7527 0.4107
H38 -4.2484 1.6891 -3.0614

=====

Molecular formula: C26H38N4O6PdSSi2Te
Method: DFT, the ωB97M-V functional and the def2-TZVPD basis

Results
net charge = -2
HOMO energy = -1.0 eV
Kohn-Sham gap = 4.9 eV
ΔE to the lowest compared entry with this formula, charge and spin = 99.6 kJ/mol
spin multiplicity = 1
E_tot = -83192.8514 eV

Atoms and positions in Å:
Te1 -1.3749 2.4730 0.2312
Pd1 0.2236 0.2732 -0.0472
S1 -0.7041 0.6488 -3.2260
Si1 -3.0219 5.4966 0.1166
Si2 1.7239 3.7437 0.4921
O1 0.4851 1.4457 -3.0506
O2 3.2917 -0.9728 1.4634
O3 -1.9528 1.3453 -3.4709
O4 4.0026 -0.3754 3.4749
O5 0.9874 0.2186 6.6231
O6 3.0667 0.1082 5.7655
N1 -1.8447 -2.0244 -0.8211
N2 -0.1557 -0.1110 4.2293
N3 0.5704 -0.4103 2.1845
N4 -0.7613 -0.4339 -2.0665
C1 -0.7832 -0.7258 -7.0468
C2 3.0473 -0.5599 2.5721
C3 0.8599 -1.9914 -5.8555
C4 -0.5037 -0.3114 2.9364
C5 2.7089 2.1811 0.3077
C6 -2.8825 -1.4241 -2.8868
C7 -2.9320 3.8733 1.0082
C8 -2.8234 -2.8961 -0.6271
C9 1.6529 -0.3179 3.0427
C10 1.2054 -0.1089 4.3276
C11 1.3740 4.4531 -1.2109
C12 0.5812 -1.2821 -4.7009
C13 0.1832 -1.7227 -7.0456
C14 -3.8855 -2.3385 -2.6592
C15 -1.8418 -1.2726 -1.9369
C16 0.4975 -2.5055 -8.2937
C17 -1.0730 -0.0090 -5.8907
C18 2.7151 5.0159 1.4786
C19 0.1405 3.4092 1.4433
C20 -1.5534 6.6001 0.5235
C21 -1.9106 -0.4835 2.4874
C22 -4.5693 6.4630 0.6306
C23 -3.8761 -3.1096 -1.5012
C24 -0.3880 -0.2857 -4.7220
C25 1.8080 0.0822 5.7006
C26 -3.1094 5.2468 -1.7385
H1 -1.5147 6.8275 1.5922
H2 -4.6339 7.4212 0.1065
H3 1.5446 -2.3862 -8.5808
H4 -1.6246 7.5471 -0.0193
H5 -3.9279 4.5744 -2.0074
H6 1.6138 -2.7715 -5.8357
H7 -4.6500 -3.8331 -1.2807
H8 -4.6830 -2.4453 -3.3872
H9 -1.9187 -0.5770 1.4033
H10 3.6737 5.2230 0.9949
H11 -1.8320 0.7628 -5.8790
H12 -3.2669 6.1996 -2.2530
H13 0.3204 -3.5730 -8.1455
H14 3.1378 1.8421 1.2495
H15 3.6353 -0.1366 4.4033
H16 -1.3221 -0.5076 -7.9631
H17 0.9152 3.6889 -1.8435
H18 -5.4739 5.8935 0.4019
H19 2.0445 1.3786 -0.0733
H20 -2.9102 -0.8100 -3.7731
H21 -2.3340 -1.3909 2.9292
H22 -3.8652 3.3158 0.8844
H23 2.1726 5.9609 1.5739
H24 1.0967 -1.4922 -3.7719
H25 -2.7574 3.9767 2.0822
H26 2.3143 4.7635 -1.6776
H27 0.7075 5.3193 -1.1863
H28 -0.7304 0.0025 5.0498
H29 -4.5665 6.6653 1.7048
H30 -0.1196 -2.1754 -9.1299
H31 2.9227 4.6421 2.4843
H32 -2.5306 0.3685 2.7713
H33 -0.6109 6.1257 0.2475
H34 3.5241 2.2965 -0.4120
H35 -2.1896 4.7916 -2.1097
H36 0.3429 2.7711 2.3071
H37 -0.2934 4.3430 1.8070
H38 -2.7619 -3.4632 0.2997